Record 1
Molecular formula: C2H3FO2
Method: DFT, the ωB97M-V functional and the def2-TZVPD basis

Values from the calculation:
Electronic energy (a.u.): -328.3139
SMILES string: O=CF.C=O
Kohn-Sham gap (eV): 11.3
E_HOMO (eV): -10.4
Max |F| (hartree/bohr): 0.0443

```
8
Properties=species:S:1:pos:R:3:forces:R:3
H -1.19555 -0.17949 -0.61995 -0.21 -0.51 -0.65
H -1.01796 -0.57372 -2.52696 0.02 -0.21 0.66
C 0.56463 0.47261 1.49583 1.55 -1.58 0.19
F 0.05329 -0.77027 1.60263 0.02 -0.69 -0.06
C -0.56008 -0.38820 -1.51969 -0.96 0.96 0.09
O -0.17596 1.37204 1.57384 0.45 1.15 -0.23
H 1.71793 0.29082 1.39979 -2.00 1.09 0.03
O 0.61370 -0.22379 -1.40549 1.13 -0.21 -0.03
```
Forces are in eV/Å.

---

Record 2
Molecular formula: C2H3FS2
Method: DFT, the ωB97M-V functional and the def2-TZVPD basis

Values from the calculation:
Electronic energy (a.u.): -974.1462
Kohn-Sham gap (eV): 8.5
E_HOMO (eV): -8.7
Max |F| (hartree/bohr): 0.0883

```
8
Properties=species:S:1:pos:R:3:forces:R:3
H 1.15712 0.46781 -1.54726 -0.32 -0.36 1.04
C 1.35360 -0.34481 0.52884 2.18 0.11 -2.40
H 1.08433 -0.44667 1.50657 -1.40 -0.17 2.24
F 2.60991 -0.81950 0.37664 0.64 -0.48 0.11
H -3.33806 -0.28948 0.24630 0.57 -0.11 -0.28
S -1.15154 1.10749 0.20490 3.56 -0.46 -0.85
S -2.55257 0.10454 -0.79804 -1.14 -0.45 -0.28
C 0.83720 0.22062 -0.51795 -4.09 1.92 0.43
```
Forces are in eV/Å.